[1]
Below is a molecular structure, C33H40CrN2O7S3 at a distorted geometry, with properties calculated with ωB97M-V/def2-TZVPD.

Geometry as ORCA input:
```
! wB97M-V def2-TZVPD RIJCOSX def2/J DEFGRID3
* xyz -2 5
H 4.665 -2.206 0.600
C -4.644 -1.506 -5.104
H 1.029 1.246 5.727
H 7.066 -0.699 -0.578
C -1.213 2.063 0.368
O 4.185 3.585 3.557
C 3.107 2.703 3.509
O -1.479 2.810 1.285
C -0.984 -0.088 4.956
C 2.575 2.196 2.325
S -0.335 -0.094 -1.761
N -0.545 -2.241 0.318
C 0.813 1.046 3.580
O 1.037 0.870 1.180
H 4.359 1.194 -2.720
H -0.586 4.437 -1.409
H 1.363 1.780 -2.940
H 2.668 2.987 -2.961
H -3.591 -3.375 -3.531
H -4.713 -2.517 -5.490
H 3.015 2.715 5.640
H -6.511 -2.502 1.092
C 6.586 -1.308 0.192
H -1.899 -0.645 4.761
C -5.200 -0.455 -5.816
H -3.391 -2.328 -2.094
H 2.309 2.063 -1.493
H 7.117 -2.260 0.255
H 0.306 -2.114 2.841
H -5.698 -0.645 -6.760
H 3.014 2.436 1.363
H -1.909 4.345 -0.212
C -3.943 0.018 -3.390
H -5.520 1.667 -5.901
H 3.606 4.701 1.908
H -1.223 0.775 5.588
C -5.117 0.842 -5.327
C 4.495 4.256 2.368
C 2.364 2.008 -2.582
H 2.090 -0.852 -2.998
C -3.429 -3.630 1.906
H 5.195 5.052 2.634
H 3.812 -1.191 -2.707
C -0.409 0.343 3.620
C 3.002 -0.479 -2.533
C -4.491 1.066 -4.105
H 4.978 3.597 1.637
H -1.053 -3.070 3.467
N -1.102 -2.520 -0.887
S -1.447 -2.324 -3.452
C 1.449 1.513 4.765
C 5.111 -1.536 -0.135
H 0.183 -3.823 2.429
C -3.299 -2.388 -3.178
C 1.448 1.358 2.319
H 4.753 0.495 -0.825
H 3.359 0.908 -4.135
H -5.403 -4.445 2.165
O -2.599 -0.479 0.290
C 2.565 2.330 4.732
H -2.219 3.988 -1.948
C -0.398 -2.915 2.611
H 6.695 -0.790 1.147
O -1.114 0.003 2.580
Cr -0.735 0.141 0.618
C -1.503 3.913 -1.128
C -4.811 -3.615 1.798
C 3.347 0.924 -3.040
H -5.165 -0.620 0.228
C -1.192 -2.583 1.385
C 4.312 -0.247 -0.157
C -3.988 -1.286 -3.892
H -3.446 0.197 -2.441
C -4.686 -1.481 0.679
H 4.221 0.183 0.843
S 2.556 -0.556 -0.732
O -1.211 2.538 -0.921
H -2.939 -4.468 2.393
O 2.371 -2.000 -0.477
H -0.274 -0.726 5.496
C -5.430 -2.531 1.180
H -4.430 2.074 -3.712
C -2.651 -2.616 1.363
C -0.956 -1.708 -1.864
C -3.274 -1.479 0.744
H 5.025 -2.028 -1.107
*
```

The calculation puts the frontier orbital gap (spin up / spin down) at 3.4 / 6.1 eV. The calculation puts the largest force on an atom at 1.66 eV/A. The LUMO energy (spin up / spin down) is 4.2 / 4.2 eV. Its total energy is -4156.72780 hartree. The energy above the lowest of the compared OMol25 structures with the same formula, charge and spin is 37.3 kcal per mole. The value obtained for the HOMO energy (spin up / spin down) is 0.88 / -1.89 eV.

***

[2]
Below is a molecular structure, C33H40N3O6P2RuSi at a distorted geometry, with properties calculated with ωB97M-V/def2-TZVPD.

Geometry as ORCA input:
```
! wB97M-V def2-TZVPD RIJCOSX def2/J DEFGRID3
* xyz 0 2
C 3.279 1.265 0.687
C 1.506 4.129 2.836
C -0.917 -4.596 4.021
C -0.070 0.620 4.870
O 4.358 1.180 0.232
H -0.269 0.972 -5.197
O -1.972 0.999 0.485
H -0.150 1.941 -1.003
H -2.460 1.940 -3.307
H -2.742 -4.247 -2.400
H 3.238 -1.491 1.605
H 1.105 1.836 -4.513
C -0.619 -2.003 -4.689
H 2.801 1.433 -2.430
H 1.009 2.649 -2.145
H -2.675 1.514 3.818
C 4.883 -0.570 -4.163
H 1.686 -2.792 -0.562
H 0.961 0.274 4.909
N -0.874 4.831 2.557
C -1.571 -2.403 4.718
H -0.606 0.287 5.758
N -0.386 2.822 1.864
C -0.171 -4.052 2.993
O -4.397 4.530 1.775
C -2.570 1.986 0.964
H 2.043 3.185 2.752
C -2.139 -3.836 -4.415
H 2.461 -1.084 3.144
H -1.394 -3.164 -6.309
H -1.405 -2.403 -1.445
C 2.496 -1.814 2.334
C -2.618 0.429 3.734
C 4.009 -1.609 -4.431
H 5.912 -0.621 -4.493
O -3.799 2.179 0.953
H 5.109 1.345 -3.229
H 4.348 -2.475 -4.981
H -2.204 0.240 -3.695
C 0.103 3.913 2.415
H 0.385 -4.710 2.342
H -0.799 5.778 2.900
C -0.855 -1.838 3.669
Ru 0.298 0.553 1.058
C 4.435 0.531 -3.453
P -0.884 -0.030 3.352
C -1.916 1.039 -3.017
H 1.888 -4.001 0.732
H 1.990 4.857 2.184
C -3.288 5.105 2.160
H 2.760 -2.799 2.724
C 1.214 -3.260 0.302
H -0.667 3.217 -2.116
H -4.255 3.569 1.438
H 2.030 -2.373 -4.186
H -0.440 2.658 -4.722
C 0.027 1.708 -4.456
C -1.714 3.036 1.628
C 2.234 -0.451 -3.270
C -1.609 -3.773 4.893
C 3.125 0.583 -3.011
H 0.282 -3.719 -0.023
H 1.547 4.499 3.860
O 0.520 -0.478 -0.967
H -0.080 1.708 4.826
H -2.228 0.768 -2.011
H -2.948 -0.015 4.671
C -0.420 1.297 -3.062
C -0.028 2.335 -2.027
Si 0.478 -0.425 -2.522
H -3.270 0.108 2.923
H -2.733 -4.628 -4.848
C -2.141 -3.620 -3.046
H -2.107 -1.774 5.411
C 2.698 -1.548 -3.987
C -1.381 -2.595 -2.509
C -0.128 -2.673 2.811
C -1.385 -3.017 -5.238
C -2.043 4.300 2.073
H -2.182 -4.196 5.705
H -0.038 -1.371 -5.345
C -0.593 -1.783 -3.317
N 2.234 1.426 1.226
O -3.221 6.237 2.587
H -0.956 -5.666 4.155
P 0.864 -1.905 1.484
*
```

The calculation puts the frontier orbital gap (spin up / spin down) at 6.1 / 6.4 eV. The calculation puts the largest force on an atom at 4.05 eV/A. The LUMO energy (spin up / spin down) is -1.7 / -1.5 eV. Its total energy is -2964.43271 hartree. The energy above the lowest of the compared OMol25 structures with the same formula, charge and spin is 72.1 kcal per mole. The value obtained for the HOMO energy (spin up / spin down) is -7.88 / -7.87 eV.

***

[3]
Below is a molecular structure, C33H41AsIrN4O2 at a distorted geometry, with properties calculated with ωB97M-V/def2-TZVPD.

Geometry as ORCA input:
```
! wB97M-V def2-TZVPD RIJCOSX def2/J DEFGRID3
* xyz 3 1
C -4.211 -3.788 5.213
H 2.447 6.605 -1.721
H -0.408 -0.110 -2.719
C -3.508 -3.022 4.129
N -4.365 -1.375 -0.432
H 4.445 -2.017 -1.240
C 1.550 -2.912 -0.512
C 3.217 -0.740 2.524
H 0.680 -1.420 -3.265
H 0.702 -3.575 -0.345
H 3.471 -0.312 -5.776
C -0.823 3.499 -1.100
H -5.396 -2.131 1.057
C 2.212 2.344 0.837
H 0.868 6.960 -2.419
C 1.376 6.604 -1.525
H -4.242 -3.211 6.138
C -0.354 4.764 -1.491
H 3.421 1.345 2.985
C 2.996 -0.174 -3.690
H -2.699 3.758 -2.165
O -0.445 1.436 -0.039
C 1.273 3.105 0.049
C -4.046 1.554 -1.452
N 2.074 1.183 1.378
H 3.175 2.833 0.981
H 2.141 -0.178 4.289
N -2.755 2.076 -1.017
C -2.148 3.124 -1.475
C -0.101 -1.683 3.573
H -4.540 2.298 -2.073
H -5.251 -1.495 -0.910
C -4.400 -1.777 0.811
H -0.860 -1.822 -2.465
C -4.130 -2.636 2.966
C -1.485 -1.929 3.260
H -3.699 -4.726 5.423
C -2.138 -1.491 2.073
N 0.788 -1.014 2.925
H 3.059 -1.387 1.657
H 1.185 7.321 -0.725
C 3.670 -0.696 -4.784
C -3.843 0.239 -2.200
C -3.307 -0.894 -1.323
C 4.213 -1.653 -2.235
H 2.104 -3.239 -1.392
H -1.623 -2.964 5.120
C 4.612 -1.700 -4.605
H -1.008 5.397 -2.081
C 2.542 -0.075 -1.218
H 2.210 0.948 -1.383
H 2.296 -1.922 4.072
O -1.559 -0.725 1.203
H -5.236 -4.021 4.930
Ir 0.327 0.123 1.324
H 4.179 -1.017 2.954
H 5.635 -2.944 -3.188
H -4.795 -0.058 -2.648
H 2.273 0.622 -3.833
C -2.171 -2.668 4.231
C -0.039 -1.111 -2.505
H -2.201 1.518 -0.364
C 2.133 -0.981 3.548
H 2.193 -2.913 0.364
C 1.681 4.382 -0.364
C 3.262 -0.649 -2.407
H 5.140 -2.104 -5.457
C 0.001 2.630 -0.332
C 3.291 0.713 2.104
H -5.171 -2.912 2.838
H -3.155 0.394 -3.033
C -3.502 -1.921 1.909
As 0.930 -1.126 -0.849
H 2.666 4.722 -0.061
H 3.127 -0.130 -0.308
H -3.011 -1.732 -1.957
H 4.153 0.870 1.453
C 4.887 -2.175 -3.330
H -2.453 -0.612 -0.712
H 0.230 -2.141 4.504
C 0.897 5.234 -1.133
H -4.660 1.403 -0.562
*
```

The calculation puts the frontier orbital gap at 6.3 eV. The calculation puts the largest force on an atom at 2.70 eV/A. The LUMO energy is -9.4 eV. Its total energy is -3990.85884 hartree. The energy above the lowest of the compared OMol25 structures with the same formula, charge and spin is 0.0 kcal per mole. The value obtained for the HOMO energy is -15.75 eV.